A structure of composition C16H34N2NbZr, computed with ωB97M-V with the def2-TZVPD basis set.

```
54
Properties=species:S:1:pos:R:3:forces:R:3
Nb 5.004969 1.040413 0.356642 1.01 -5.48 0.16
Zr 6.035314 3.935103 0.754294 -0.52 -1.22 0.73
N 6.819707 0.169821 1.111955 -3.27 -0.73 -0.90
N -3.968178 0.777695 0.369577 -3.66 -0.62 -4.16
C -3.300011 0.796579 1.718129 0.43 1.20 1.72
C -0.141802 -0.065549 -2.062797 -0.34 -0.35 0.34
C -3.503832 1.146566 -0.944543 0.25 -0.09 -0.40
C -1.705563 0.964307 1.669973 1.12 0.23 -0.12
C 3.076550 1.916164 -0.538158 -1.07 -0.32 -0.14
C -1.861197 -2.064878 0.743221 -0.52 -1.60 0.27
C -5.364904 0.387498 0.142266 1.52 0.79 -2.23
C 0.475458 -1.545532 -1.977423 -1.06 -0.55 -0.55
C -0.878346 -0.183418 2.430792 -0.09 -0.17 0.95
C -5.752292 0.501985 -1.403123 4.66 1.75 -1.60
C -1.453885 -1.671345 2.247149 0.83 -0.17 0.12
C 2.381290 0.673266 -1.358944 1.18 1.55 0.04
C 0.867386 1.129632 -1.658102 -0.75 0.52 -0.43
C 0.547710 -2.153955 -0.488197 0.50 -0.42 -0.44
C -0.760035 -2.969464 -0.029249 0.05 0.30 -0.26
C -4.509276 1.009393 -2.156893 -3.35 -1.96 5.76
H 0.243132 -0.161842 2.139158 -1.96 0.20 0.20
H -2.175556 -1.188461 0.078579 0.56 -0.99 0.93
H -3.721831 1.728186 2.265355 0.56 -1.53 -1.02
H 0.830415 1.894681 -2.528471 0.43 -1.18 1.52
H 3.241230 2.842582 -1.188285 -0.57 -1.14 0.87
H 4.790493 1.980240 1.933783 0.50 2.29 0.45
H -0.648332 0.142610 -3.083247 1.20 -0.40 1.43
H 2.489263 -0.235044 -0.677227 -0.46 0.99 -1.32
H -2.797082 -2.746252 0.830965 1.41 1.15 -0.21
H -4.324441 1.245518 -3.257095 -0.22 -0.36 1.84
H 5.179836 0.018196 -1.153493 0.14 0.66 0.01
H 5.953254 2.424228 -0.354798 0.72 1.85 -0.63
H 7.101860 -0.650361 0.527782 0.42 1.04 0.31
H 4.089999 -0.354340 1.128383 -0.03 0.96 0.16
H 0.793468 -1.327434 0.264623 -0.30 -1.14 -0.91
H -0.246424 -2.235483 -2.568939 1.23 1.09 0.87
H 0.442152 1.686257 -0.747807 0.77 -0.85 -1.15
H -3.673149 -0.103495 2.322224 0.73 1.06 -1.23
H 2.388499 2.114054 0.377818 1.23 0.08 -1.31
H -6.139002 0.046294 0.921015 1.63 0.60 -0.84
H 6.588284 -0.270717 2.031542 0.58 0.71 -0.43
H 1.424533 -2.906578 -0.488929 -1.30 1.28 0.10
H -2.292837 -1.886947 3.017350 1.22 0.47 -1.46
H -2.431386 1.524739 -1.150247 -1.86 -0.61 0.89
H -1.268008 -3.435583 -0.955647 0.84 0.75 1.39
H -6.736835 0.284063 -1.932852 1.29 0.18 1.34
H -0.596514 -2.390873 2.550061 -1.45 1.17 -0.40
H -0.401400 -3.860390 0.614279 -0.85 1.56 -0.77
H 1.479006 -1.620505 -2.548779 -1.57 0.33 1.07
H 3.002845 0.593982 -2.331801 -1.29 -0.40 1.59
H -1.269523 1.032001 0.600932 -1.07 -0.16 1.51
H -1.014426 -0.032330 -1.290199 1.21 -0.14 -0.98
H -0.890112 0.084959 3.558824 0.00 -0.56 -1.81
H -1.420476 1.969761 2.168573 -0.68 -1.61 -0.88
```
Forces are in eV/Å.

Total charge: +3
Orbital gap, eV: 1.967
HOMO, eV: -15.849

A cluster of 2 separate species, BrH3NO2P in total, computed with ωB97M-V with the def2-TZVPD basis set.

```
8
Properties=species:S:1:pos:R:3:forces:R:3
Br 0.523773 1.333980 -2.267979 0.38 -1.00 -1.46
P -0.510576 -1.653935 0.960312 0.75 -3.38 -0.35
O 0.512612 -1.944008 -0.257408 -2.33 -4.50 1.17
O 0.173393 1.980192 -0.693028 -0.31 1.58 1.74
N -0.717935 -0.131313 0.962716 -2.02 4.55 2.36
H 0.155998 1.302230 -0.000972 -0.09 -0.50 -0.33
H 0.982047 -1.238946 -0.531546 2.66 3.89 -1.43
H -1.119312 0.351800 1.827905 0.97 -0.65 -1.70
```
Forces are in eV/Å.

Multiplicity: 3
Total charge: 0
Orbital gap (spin up / spin down), eV: 7.010 / 6.321
HOMO (spin up / spin down), eV: -6.836 / -9.874
<S²>: 2.01
ΔE to the lowest compared entry with this formula, charge and spin, kcal/mol: 18.5

A structure of composition C23H38AlO12, computed with ωB97M-V with the def2-TZVPD basis set.

```
74
Properties=species:S:1:pos:R:3:forces:R:3
Al 3.338597 2.617019 -1.698743 -0.16 0.18 -0.73
O -5.104248 1.366271 -0.032308 0.24 -0.03 0.32
O 5.786416 2.691039 0.001410 0.30 -0.38 -0.28
O 1.553735 1.698297 1.046423 0.23 -1.88 1.28
O -2.259382 -2.821270 -0.471484 -0.22 -0.27 0.13
O 7.458225 5.965296 -2.367438 0.28 0.17 -0.03
O -0.123590 2.992807 0.360578 -0.20 -0.80 -0.27
O -4.344993 -0.516360 0.958468 -0.28 0.32 -0.11
O 8.951126 6.912660 -3.757899 -0.09 -0.21 0.01
O -2.344233 -3.301757 1.737554 0.39 -0.18 -0.33
O -8.888291 -4.397046 -0.153778 0.20 0.09 0.25
O -6.940161 -5.203777 0.631771 -0.18 -0.11 0.00
O -0.243155 2.488620 -1.785714 0.85 0.33 -2.68
C -6.199559 -6.428281 0.498572 0.22 -0.18 0.04
C -0.094862 -3.912713 2.075902 0.26 -0.07 0.01
C 5.299473 0.259173 0.298431 -0.29 -0.20 0.85
C 2.275479 3.575299 -0.207334 -1.46 0.61 0.34
C 8.248845 6.776628 -0.309437 0.13 0.16 0.18
C 7.049785 6.152087 -0.999139 -0.21 -0.23 0.34
C 1.281961 2.675523 0.447172 0.97 1.80 -0.64
C -0.646113 2.264932 -0.712290 -0.70 -0.19 1.64
C -8.119526 -5.305014 -0.035563 -0.26 0.14 -0.40
C -0.201720 -3.183847 0.744681 0.02 -0.36 0.40
C -8.267527 -6.693619 -0.620935 0.22 -0.34 0.42
C -1.697109 -3.084634 0.550305 0.32 0.36 -0.21
C -1.369316 -3.484386 2.780763 0.09 -0.02 0.26
C -7.236084 -7.488406 0.168663 -0.07 -0.25 -0.09
C 5.186715 1.707219 0.813982 0.28 -0.38 0.51
C -6.267423 -1.860264 0.754898 -0.25 -0.03 -0.02
C -6.408853 -0.665456 -0.174878 -0.03 -0.32 0.51
C -4.772266 -1.890389 1.008253 -0.40 -0.29 0.15
C 5.362041 2.597377 -1.389488 -0.48 0.37 -0.19
C -5.245422 0.209969 0.246953 -0.08 0.16 -0.47
C -1.741858 1.252921 -0.478636 -0.46 -0.15 0.69
C 8.874234 7.593841 -1.431087 0.01 -0.38 0.42
C 8.476072 6.804286 -2.662525 -0.04 0.27 -0.25
H 6.778679 5.191630 -0.562454 -0.08 -0.06 -0.26
H 4.856051 0.090157 -0.687686 0.26 0.17 0.14
H -1.562315 0.300769 -0.996299 0.38 0.45 -0.06
H 1.694233 4.408601 -0.633419 0.42 -0.19 -0.09
H -6.652434 -2.788308 0.342159 0.06 0.01 0.04
H -4.529553 -2.304402 1.982185 0.14 0.16 0.00
H 6.335687 -0.107579 0.376267 -0.23 0.22 -0.42
H -1.726350 -4.239720 3.479285 -0.20 0.07 -0.07
H 2.945313 4.013707 0.553008 -0.07 -0.47 -0.16
H 9.956235 7.651768 -1.339784 -0.02 0.21 -0.24
H 7.982235 7.362851 0.569315 -0.08 -0.04 -0.03
H -5.463332 -6.303344 -0.298838 -0.03 0.03 0.00
H -4.233109 -2.443346 0.246288 -0.03 0.04 -0.02
H -6.276380 -0.946905 -1.220946 -0.03 0.12 -0.02
H 5.786801 3.483694 -1.895207 -0.09 -0.22 0.30
H 3.099412 3.505680 -3.035673 0.10 0.18 -0.04
H -6.823920 -8.338905 -0.372600 0.06 0.06 0.01
H -1.251169 -2.537687 3.312567 -0.01 0.01 -0.05
H 6.174635 6.806051 -0.983504 0.02 0.00 -0.07
H -7.355354 -0.149221 -0.035641 0.09 0.17 -0.26
H -9.275471 -7.072107 -0.472504 -0.08 0.20 -0.22
H 4.137958 1.943968 1.075031 0.18 -0.05 -0.50
H -5.677242 -6.638228 1.429986 -0.01 0.23 0.02
H 2.720064 1.164528 -2.060596 0.05 -0.20 0.34
H 0.214339 -2.175559 0.795402 -0.01 0.01 -0.14
H -1.910528 1.008547 0.575651 -0.02 0.32 -0.21
H -2.666546 1.652559 -0.918398 0.19 -0.03 0.31
H 0.258233 -3.743979 -0.064898 -0.04 0.27 -0.17
H 5.813262 1.731122 -1.920271 0.06 0.21 0.45
H 5.734479 1.736475 1.775508 -0.15 0.11 -0.29
H 8.942995 5.994894 0.006312 -0.05 -0.01 0.00
H -6.799575 -1.662635 1.689060 0.00 -0.02 -0.03
H 0.807218 -3.675141 2.637482 -0.07 0.05 0.04
H -0.110747 -4.991989 1.905873 -0.01 0.02 0.04
H 4.721836 -0.367336 1.005082 0.12 0.21 -0.25
H 8.442797 8.594181 -1.498426 0.08 0.02 -0.09
H -7.688504 -7.863495 1.089139 0.04 0.01 -0.01
H -8.026947 -6.655343 -1.684560 -0.11 0.06 -0.01
```
Forces are in eV/Å.

Total charge: -1
Orbital gap, eV: 6.181
HOMO, eV: -4.540

So what do the calculations give for electronic energy? Going down the list: -22906.095; -84960.065; -55635.593 eV.